1.
A molecular structure, C17H15N2O9Tc in a non-equilibrium geometry. Source: OMol25; level of theory: ωB97M-V/def2-TZVPD.

```
44
C17H15N2O9Tc, DFT ωB97M-V/def2-TZVPD
Tc -0.153 -0.999 -0.108
N 0.096 -1.649 1.679
C -1.302 -1.653 2.071
C -2.243 -1.837 0.881
O -3.215 -2.592 0.987
N -1.948 -0.999 -0.123
C -2.293 -1.517 -1.460
C -1.046 -1.773 -2.329
O -1.291 -2.082 -3.542
O 0.082 -1.649 -1.772
H 0.544 -2.593 1.643
H 0.673 -0.975 2.231
H -1.561 -0.710 2.564
H -1.472 -2.461 2.791
H -2.913 -0.785 -1.992
H -2.866 -2.454 -1.449
O 4.048 -5.200 -0.109
C 3.185 -4.337 -0.109
C 1.732 -4.549 -0.108
O 1.147 -5.620 -0.108
C 1.124 -3.218 -0.108
C 2.066 -2.276 -0.108
O 1.686 -0.996 -0.108
C 3.397 -2.884 -0.108
O 4.468 -2.299 -0.108
O -0.156 -2.838 -0.108
C -0.863 1.903 -2.126
C -0.363 1.901 -0.705
O -0.153 0.846 -0.108
C -0.122 3.206 -0.020
C -0.345 4.435 -0.654
C -0.104 5.630 0.029
C 0.359 5.606 1.344
C 0.583 4.387 1.981
C 0.344 3.191 1.302
H -0.983 0.870 -2.466
H -0.139 2.393 -2.782
H -1.838 2.393 -2.183
H -0.705 4.492 -1.677
H -0.278 6.584 -0.465
H 0.545 6.537 1.873
H 0.944 4.365 3.006
H 0.523 2.245 1.810
H 0.810 -0.036 0.855
```

Summary:
Frontier orbital gap (alpha / beta)   5.528 / 6.634 eV
Molecular weight   489.31 g/mol
Total charge   -1
Highest occupied orbital energy (alpha / beta)   -3.64 / -4.72 eV
Expectation value of S²   1.013
DFT total energy   -1524.0502 a.u.
Spin multiplicity   2


2.
11 unconnected molecules or ions with the total composition C6H32ClN12O14 in a non-equilibrium geometry. Source: OMol25; level of theory: ωB97M-V/def2-TZVPD.

```
65
C6H32ClN12O14, DFT ωB97M-V/def2-TZVPD
Cl 0.209 -0.159 -1.090
O 1.099 0.127 -2.196
O 0.832 0.351 0.118
O -1.023 0.559 -1.250
O 0.056 -1.589 -0.966
O 0.854 -2.646 -3.807
H 0.270 -3.347 -3.509
H 0.878 -2.018 -3.073
O 3.949 -0.616 -1.219
H 3.195 -0.452 -1.796
H 3.782 -1.488 -0.852
O 0.862 1.751 -4.751
H 1.649 1.514 -5.248
H 1.108 1.600 -3.829
O -2.732 3.115 -1.984
H -2.307 2.359 -1.561
H -2.434 3.868 -1.467
C -1.833 -1.421 2.536
O -2.935 -1.098 2.173
N -1.035 -2.381 1.938
N -1.161 -0.681 3.492
H -0.070 -2.086 1.922
H -1.386 -2.723 1.059
H -1.697 -0.071 4.079
H -0.303 -1.045 3.873
C 3.205 3.211 -1.253
O 3.783 2.170 -1.030
N 1.856 3.365 -1.081
N 3.869 4.344 -1.658
H 1.479 4.291 -1.016
H 1.302 2.549 -0.881
H 3.341 5.103 -2.047
H 4.855 4.263 -1.812
C -2.708 2.589 1.662
O -3.528 1.718 1.505
N -3.047 3.906 1.917
N -1.369 2.417 1.322
H -2.343 4.609 1.799
H -4.025 4.112 1.974
H -1.072 1.480 1.100
H -0.720 3.108 1.655
C -4.487 -1.076 -1.477
O -4.364 -0.711 -0.332
N -5.697 -1.201 -2.128
N -3.398 -1.400 -2.252
H -6.489 -0.733 -1.732
H -5.753 -1.479 -3.090
H -3.538 -1.895 -3.113
H -2.482 -1.398 -1.837
C 0.610 -5.841 0.046
O 0.110 -6.751 -0.597
N 1.001 -6.010 1.346
N 0.790 -4.583 -0.463
H 1.292 -5.199 1.860
H 0.712 -6.863 1.781
H 0.288 -4.325 -1.289
H 1.193 -3.876 0.125
C 3.551 0.906 3.221
O 4.421 0.542 2.463
N 3.845 1.340 4.497
N 2.217 0.941 2.901
H 3.113 1.463 5.173
H 4.772 1.144 4.825
H 1.639 1.611 3.377
H 1.950 0.736 1.948
```

Summary:
Frontier orbital gap   9.043 eV
Molecular weight   531.85 g/mol
Total charge   -1
Highest occupied orbital energy   -6.80 eV
DFT total energy   -2418.5038 a.u.


3.
15 unconnected molecules or ions with the total composition C15H45N15O30 in a non-equilibrium geometry. Source: OMol25; level of theory: ωB97M-V/def2-TZVPD.

```
105
C15H45N15O30, DFT ωB97M-V/def2-TZVPD
C 12.672 16.560 19.806
N 13.279 17.434 18.695
O 12.672 17.451 17.654
O 14.331 17.983 18.868
H 11.586 16.640 19.762
H 13.068 16.934 20.721
H 13.065 15.580 19.591
C 8.812 15.750 12.431
N 8.651 17.218 12.242
O 7.678 17.519 11.554
O 9.487 17.993 12.680
H 9.544 15.580 13.195
H 9.292 15.326 11.546
H 7.898 15.257 12.606
C 12.114 12.372 12.087
N 11.635 12.287 13.445
O 12.308 11.571 14.151
O 10.602 12.838 13.780
H 13.225 12.550 12.026
H 11.685 13.269 11.619
H 11.779 11.471 11.613
C 11.506 9.562 18.089
N 12.507 9.836 19.112
O 12.091 10.403 20.110
O 13.689 9.536 18.941
H 10.739 10.335 17.976
H 10.941 8.642 18.332
H 12.049 9.450 17.158
C 10.210 18.583 9.500
N 11.311 17.624 9.931
O 11.068 16.420 10.068
O 12.356 18.116 10.287
H 9.621 18.747 10.404
H 9.721 17.993 8.762
H 10.693 19.504 9.225
C 10.703 19.279 15.848
N 10.343 17.838 15.566
O 11.212 17.203 15.044
O 9.297 17.347 16.034
H 11.456 19.249 16.718
H 9.813 19.717 16.329
H 11.147 19.705 14.979
C 6.288 11.820 17.961
N 5.558 12.386 16.761
O 5.837 11.899 15.685
O 4.886 13.392 16.916
H 7.279 11.599 17.648
H 5.824 10.825 18.162
H 6.263 12.496 18.791
C 14.963 11.198 15.797
N 14.630 9.984 14.920
O 15.017 9.937 13.795
O 14.021 9.082 15.479
H 14.306 12.011 15.513
H 16.032 11.456 15.664
H 14.765 10.831 16.789
C 7.290 16.583 18.840
N 8.669 17.041 19.055
O 9.497 16.185 18.750
O 8.901 18.121 19.519
H 7.097 15.772 19.496
H 7.269 16.357 17.770
H 6.576 17.374 19.067
C 10.226 12.400 20.967
N 9.210 11.685 20.252
O 8.419 11.009 20.910
O 9.166 11.850 19.023
H 9.849 13.414 21.230
H 11.156 12.547 20.366
H 10.330 11.881 21.902
C 12.538 5.826 17.909
N 13.274 4.588 18.452
O 12.600 3.687 18.869
O 14.491 4.615 18.375
H 13.245 6.673 17.818
H 11.817 6.029 18.715
H 12.074 5.588 16.945
C 8.770 16.792 23.515
N 8.865 15.954 22.293
O 10.005 15.758 21.899
O 7.823 15.569 21.848
H 8.495 17.785 23.216
H 9.720 16.763 23.910
H 8.009 16.261 24.162
C 13.999 16.731 14.573
N 14.182 15.358 15.039
O 15.111 15.148 15.763
O 13.392 14.485 14.708
H 13.705 17.333 15.431
H 13.137 16.790 13.902
H 14.921 17.117 14.116
C 14.924 12.008 20.718
N 14.409 13.426 21.112
O 15.178 14.394 21.059
O 13.268 13.471 21.476
H 14.594 12.021 19.677
H 14.326 11.311 21.290
H 16.008 12.060 20.866
C 10.846 14.128 16.958
N 12.049 13.486 17.686
O 12.051 12.324 17.905
O 12.964 14.208 18.010
H 10.982 15.161 16.817
H 10.024 13.895 17.583
H 10.833 13.602 16.007
```

Summary:
Frontier orbital gap   10.386 eV
Molecular weight   915.60 g/mol
Total charge   0
Highest occupied orbital energy   -10.82 eV
DFT total energy   -3675.6325 a.u.


4.
A molecular structure, C4H10N2O in a non-equilibrium geometry. Source: OMol25; level of theory: ωB97M-V/def2-TZVPD.

```
17
C4H10N2O, DFT ωB97M-V/def2-TZVPD
C -0.469 0.331 -1.180
C -0.068 0.496 0.267
C 1.047 -0.524 0.546
C -0.918 -0.307 1.064
H -0.779 -1.885 -1.077
H 0.760 -1.427 -1.924
H 0.121 0.996 -1.743
H -1.442 0.822 -1.311
H 0.585 1.565 1.680
H 0.878 2.299 0.055
H 1.820 -0.209 1.298
H 1.702 -1.213 0.076
H -1.331 0.103 2.028
H -1.814 -0.557 0.317
N -0.421 -1.043 -1.803
N 0.255 1.848 0.709
O 0.074 -1.295 0.998
```

Summary:
Frontier orbital gap   9.950 eV
Molecular weight   102.14 g/mol
Total charge   0
Highest occupied orbital energy   -9.11 eV
DFT total energy   -342.9863 a.u.


5.
2 unconnected molecules or ions with the total composition C3H5NO in a non-equilibrium geometry. Source: OMol25; level of theory: ωB97M-V/def2-TZVPD.

```
10
C3H5NO, DFT ωB97M-V/def2-TZVPD
C 2.555 -0.422 -0.364
C -0.506 -0.422 -0.229
C -1.038 0.723 0.214
N 2.324 -1.518 -0.141
O -2.185 0.946 0.847
H 0.338 -0.428 -0.819
H -0.968 -1.384 -0.048
H 2.671 0.597 -0.577
H -0.658 1.738 0.017
H -2.533 0.169 1.100
```

Summary:
Frontier orbital gap   9.961 eV
Molecular weight   71.08 g/mol
SMILES   C=CO.C#N
Total charge   0
Highest occupied orbital energy   -9.03 eV
DFT total energy   -247.2250 a.u.


6.
A molecular structure, C12H36AlF3N7O6P2S2 in a non-equilibrium geometry. Source: OMol25; level of theory: ωB97M-V/def2-TZVPD.

```
69
C12H36AlF3N7O6P2S2, DFT ωB97M-V/def2-TZVPD
Al -14.227 24.239 -23.259
N -13.739 24.329 -25.214
S -12.694 23.541 -25.996
O -11.448 24.192 -26.345
O -12.990 22.485 -26.918
F -12.220 22.655 -24.708
S -14.265 25.118 -26.599
O -15.053 24.404 -27.633
O -13.470 26.259 -27.009
F -15.448 25.866 -25.865
F -14.192 25.147 -21.262
O -15.753 23.830 -23.949
P -16.764 23.082 -24.790
N -17.868 22.222 -23.834
C -17.312 21.276 -22.832
C -19.087 22.953 -23.316
N -16.104 21.806 -25.871
C -16.869 20.856 -26.641
C -14.903 22.122 -26.731
N -17.800 24.015 -25.786
C -18.961 23.451 -26.544
C -17.932 25.471 -25.594
H -18.029 20.536 -22.476
H -17.020 21.829 -21.939
H -16.332 20.930 -23.162
H -19.938 22.463 -22.844
H -19.435 23.415 -24.241
H -18.721 23.529 -22.466
H -17.887 20.838 -26.250
H -16.910 21.009 -27.719
H -16.428 19.873 -26.474
H -14.300 21.224 -26.868
H -15.175 22.498 -27.717
H -14.361 22.948 -26.272
H -18.566 23.233 -27.536
H -19.247 22.516 -26.063
H -19.809 24.115 -26.713
H -17.816 25.798 -24.560
H -18.895 25.936 -25.807
H -17.128 25.957 -26.146
O -12.453 24.369 -23.385
P -11.085 25.008 -23.279
N -10.943 26.072 -24.631
C -9.671 26.539 -25.033
C -12.089 26.626 -25.330
N -10.006 23.710 -23.378
C -8.683 23.763 -22.717
C -9.959 22.843 -24.525
N -10.740 25.964 -21.857
C -11.029 27.382 -21.788
C -10.973 25.280 -20.573
H -9.639 26.299 -26.096
H -9.016 25.901 -24.439
H -9.474 27.592 -24.829
H -11.740 27.024 -26.283
H -12.403 27.527 -24.805
H -12.861 25.885 -25.537
H -7.876 24.038 -23.396
H -8.862 24.479 -21.914
H -8.494 22.748 -22.368
H -9.956 21.854 -24.067
H -10.884 22.941 -25.092
H -9.131 22.890 -25.232
H -11.533 27.591 -20.844
H -10.129 27.971 -21.963
H -11.797 27.705 -22.491
H -10.623 24.250 -20.628
H -11.969 25.457 -20.167
H -10.326 25.802 -19.868
```

Summary:
Frontier orbital gap   6.772 eV
Molecular weight   584.52 g/mol
Total charge   +1
Highest occupied orbital energy   -11.42 eV
DFT total energy   -3334.1544 a.u.